No. 1
ORCA calculation (the ωB97M-V functional and the def2-TZVPD basis) on a molecular structure, CF2O3S at a distorted geometry.

```
7
CF2O3S | the Open Molecules 2025 dataset | the ωB97M-V functional and the def2-TZVPD basis
C -0.9818 -0.7072 0.4387
O -2.0950 -0.4442 0.1492
O 0.8058 0.6777 -1.7566
O 2.1508 0.3852 0.3584
F -0.3809 -1.7974 0.9266
F 0.3817 2.0576 0.0802
S 0.9360 0.5611 -0.3425
```

The value obtained for the strongest force on any atom is 0.0721 hartree/bohr. The energy relative to the best compared isomer or geometry (same formula, charge and spin) comes out at 3.005 eV. For the LUMO energy (spin up / spin down), the calculation gives -2.242 / -2.242 eV. As for the total charge: 0.

No. 2
ORCA calculation (the ωB97M-V functional and the def2-TZVPD basis) on a single C6H6OS molecule.

```
14
C6H6OS | the Open Molecules 2025 dataset | the ωB97M-V functional and the def2-TZVPD basis
C 2.0987 0.2790 -0.0008
C 0.6022 0.0866 0.0030
C -0.3313 1.0539 -0.0020
C -1.7381 0.5231 -0.0024
C -1.5278 -0.9791 0.0011
O -2.3799 -1.8239 -0.0001
C -0.0189 -1.2338 -0.0021
S 0.6790 -2.6789 -0.0004
H 2.5390 -0.1846 -0.8840
H 2.5158 -0.1721 0.8914
H 2.3358 1.3399 -0.0025
H -0.1059 2.1080 -0.0036
H -2.3356 0.8474 0.8760
H -2.3331 0.8345 -0.8736
```

The value obtained for the strongest force on any atom is 0.0156 hartree/bohr. The energy relative to the best compared isomer or geometry (same formula, charge and spin) comes out at 0.000 eV. For the LUMO energy, the calculation gives -1.276 eV. Its structure (SMILES) is CC1=CCC(=O)C1=S. As for the total charge: 0.

No. 3
ORCA calculation (the ωB97M-V functional and the def2-TZVPD basis) on a single C2H6N2OS molecule at a distorted geometry.

```
12
C2H6N2OS | the Open Molecules 2025 dataset | the ωB97M-V functional and the def2-TZVPD basis
C 0.6385 1.2557 0.0393
N 0.5438 -0.1940 -0.2340
S 2.0798 -0.9766 -0.1866
C -0.6129 -0.9656 -0.0978
N -1.7817 -0.2250 -0.0733
O -0.5682 -2.1802 -0.0083
H 1.6408 1.5801 0.3479
H 0.3284 1.7959 -0.8739
H -0.0716 1.4800 0.8061
H 2.1027 -1.3953 1.0552
H -2.6080 -0.7649 -0.1184
H -1.6915 0.5898 -0.6561
```

The value obtained for the strongest force on any atom is 0.0343 hartree/bohr. The energy relative to the best compared isomer or geometry (same formula, charge and spin) comes out at 0.653 eV. For the LUMO energy, the calculation gives 0.725 eV. Its structure (SMILES) is CN(S)C(N)=O. As for the total charge: 0.

No. 4
ORCA calculation (the ωB97M-V functional and the def2-TZVPD basis) on a molecular structure, C19H22N2NiS at a distorted geometry.

```
45
C19H22N2NiS | the Open Molecules 2025 dataset | the ωB97M-V functional and the def2-TZVPD basis
C -4.1251 -0.1496 -0.2073
C -4.2461 1.1571 -1.0002
H -4.3388 -1.0079 -0.8604
H -4.9030 -0.1404 0.5658
H -3.1768 -0.3279 0.2913
H -3.5328 1.2731 -1.8142
H -5.2441 1.2006 -1.4534
H -4.1675 2.0318 -0.3363
C 0.7075 -2.7300 -0.3355
C 1.5532 -3.8331 -0.4515
C 2.6815 -3.7537 -1.2785
C 2.9425 -2.5606 -1.9419
H -0.1643 -2.7009 0.3207
H 1.3038 -4.7558 0.0851
H 3.3325 -4.6138 -1.4052
H 3.7842 -2.4486 -2.6257
N 0.9131 -1.5746 -1.0242
C 2.0822 -1.4747 -1.7421
C 2.2862 -0.1426 -2.2426
N 1.2818 0.7181 -1.8828
C 1.3986 2.0198 -2.2286
C 3.4681 1.6020 -3.4087
C 2.4733 2.4917 -2.9880
H 0.5944 2.6715 -1.8856
H 2.4908 3.5392 -3.2607
C 3.3542 0.2696 -3.0413
H 4.0584 -0.4934 -3.3666
H 4.3005 1.9431 -4.0160
Ni -0.2013 -0.0051 -0.6666
C -1.2714 1.4358 -0.2388
H -1.8818 1.6092 -1.1453
H -0.7443 2.3687 -0.0052
H -1.9438 1.2188 0.6075
S 1.1423 0.4132 1.1612
C 0.2970 0.4549 2.6188
C 0.2555 -0.7249 3.4033
C -0.5355 -0.7488 4.5450
C -1.2405 0.4011 4.9386
C -1.1538 1.5813 4.1904
C -0.3478 1.6325 3.0607
H 0.8489 -1.5810 3.0885
H -0.5820 -1.6657 5.1381
H -1.8357 0.3776 5.8504
H -1.7005 2.4706 4.4976
H -0.2135 2.5519 2.4905
```

The value obtained for the strongest force on any atom is 0.0586 hartree/bohr. The energy relative to the best compared isomer or geometry (same formula, charge and spin) comes out at 0.204 eV. For the LUMO energy (spin up / spin down), the calculation gives -0.830 / -0.875 eV. The spin multiplicity is 3. As for the total charge: 0.

No. 5
ORCA calculation (the ωB97M-V functional and the def2-TZVPD basis) on a molecular structure, C10H9BrF5N3O6TeTi.

```
36
C10H9BrF5N3O6TeTi | the Open Molecules 2025 dataset | the ωB97M-V functional and the def2-TZVPD basis
Ti -0.4509 -0.7588 0.1000
N 0.1246 2.5537 -0.7316
C 1.5164 2.2526 -1.0342
C 2.1426 1.2754 -0.0357
O 3.3045 1.5207 0.3194
N 1.4078 0.2302 0.3739
C 1.9960 -0.5235 1.4854
C 0.9135 -0.7193 2.5369
O 1.1556 -0.8807 3.7152
O -0.2881 -0.7053 2.0085
H -0.0184 2.7174 0.2566
H -0.2131 3.3565 -1.2471
H 1.5787 1.8056 -2.0314
H 2.1798 3.1219 -1.0264
H 2.2973 -1.5263 1.1581
H 2.8681 -0.0196 1.8923
Br 2.0878 -1.2314 -2.7632
C 0.4216 -0.4397 -3.1710
C 0.1227 -0.2453 -4.5069
C -1.0633 0.3904 -4.8232
C -1.8881 0.8204 -3.8046
C -1.5086 0.5646 -2.4996
N -0.3771 -0.0668 -2.1820
C -2.3726 0.9955 -1.3308
O -3.3117 1.7537 -1.5505
O -2.0229 0.4959 -0.2150
H 0.8113 -0.5957 -5.2606
H -1.3356 0.5491 -5.8601
H -2.8218 1.3357 -3.9750
F -1.9657 -1.9431 0.3207
Te -0.9310 -3.7922 -0.8787
F -1.3208 -2.7243 -2.5030
F 0.3662 -4.6025 -2.0092
F -2.6363 -4.8895 -1.4746
F 0.1586 -4.7211 0.6108
O 0.3023 -2.1961 -0.4804
```

The value obtained for the strongest force on any atom is 0.0160 hartree/bohr. The energy relative to the best compared isomer or geometry (same formula, charge and spin) comes out at 1.809 eV. For the LUMO energy, the calculation gives 4.461 eV. As for the total charge: -2.

No. 6
ORCA calculation (the ωB97M-V functional and the def2-TZVPD basis) on a molecular structure, C15H19B3Br30I2O4 at a distorted geometry.

```
73
C15H19B3Br30I2O4 | the Open Molecules 2025 dataset | the ωB97M-V functional and the def2-TZVPD basis
C 3.9468 1.4715 1.5338
C 3.0201 2.6879 0.8589
C 1.5797 2.0905 0.3481
I 1.7609 1.2421 -1.6919
B 0.3548 3.1857 0.2852
O 0.3782 4.5673 0.8080
B -0.8628 4.8712 1.5879
O -2.1931 4.2282 1.2976
B -1.8886 2.8378 0.8505
C -2.4478 1.4611 1.5576
C -2.6333 0.2012 0.4739
O -2.1612 -1.0307 0.8127
I -3.5976 0.3890 -1.4855
O -0.9495 2.7414 -0.3224
H 4.0204 1.5450 2.7000
H 3.3817 0.4666 1.2242
H 5.0101 1.4552 1.0200
H 3.6160 3.0047 -0.1255
H 2.8944 3.6018 1.6123
H 1.2058 1.1940 1.0239
H -0.7576 5.6354 2.5045
H -3.3946 1.6350 2.2233
H -1.5829 1.0919 2.2931
C -3.4608 -4.5637 0.6795
Br -2.9108 -5.6863 2.1699
Br -2.5905 -5.0862 -0.9800
Br -5.3963 -4.5038 0.4941
H -3.1297 -3.5451 0.9072
C -1.1651 5.8092 -2.8400
Br -1.7891 5.7883 -4.6823
Br 0.6767 5.2005 -2.6927
Br -1.4211 7.5492 -2.0086
H -1.7830 5.0956 -2.2850
C 6.4565 3.4729 -1.9640
Br 7.5351 4.3753 -0.6200
Br 6.4368 1.5455 -1.7017
Br 4.6584 4.2085 -2.0627
H 6.9316 3.6588 -2.9329
C -4.7421 9.3197 0.1648
Br -4.0181 8.0026 1.3998
Br -6.2100 10.3225 0.9547
Br -3.3577 10.4934 -0.5352
H -5.1537 8.7676 -0.6865
C -7.8732 -6.6541 -1.7009
Br -7.3231 -7.7766 -0.2105
Br -7.0029 -7.1766 -3.3603
Br -9.8087 -6.5942 -1.8863
H -7.5421 -5.6355 -1.4732
C 3.5301 -2.5678 -2.6166
Br 3.2735 -1.7922 -4.3820
Br 4.9128 -1.6389 -1.6119
Br 1.8611 -2.6740 -1.6229
H 3.8790 -3.5949 -2.7662
C -1.2699 -3.0886 4.8325
Br -1.5265 -2.3130 3.0671
Br 0.1128 -2.1597 5.8371
Br -2.9389 -3.1947 5.8261
H -0.9210 -4.1157 4.6829
C 4.3924 3.6700 5.1752
Br 3.1510 4.6625 4.0537
Br 3.8013 1.8395 5.4651
Br 6.2094 3.7431 4.4842
H 4.4025 4.1615 6.1537
C -4.9661 -10.5678 -3.6378
Br -6.2682 -11.9286 -4.1247
Br -4.3249 -10.7986 -1.8158
Br -3.5014 -10.4777 -4.9147
H -5.4827 -9.6031 -3.6752
C 7.4301 -5.0188 -2.4061
Br 7.1735 -4.2432 -4.1715
Br 8.8128 -4.0899 -1.4015
Br 5.7611 -5.1250 -1.4125
H 7.7790 -6.0459 -2.5558
```

The value obtained for the strongest force on any atom is 0.1775 hartree/bohr. For the LUMO energy, the calculation gives -0.717 eV. As for the total charge: 0.